# 1
Below is 10 unconnected molecules or ions with the total composition C14H50BN18O13PS, with properties calculated with ωB97M-V with the def2-TZVPD basis set.

Structure (XYZ):
```
98
Properties=species:S:1:pos:R:3:forces:R:3:mulliken_charge:R:1
C 3.2276 3.6956 4.9965 0.259 0.302 -0.175 -0.7235
B 2.9341 4.1478 3.5182 0.071 0.247 0.247 0.7058
O 3.5274 5.3215 3.0380 -0.728 -0.378 -0.306 -0.6396
P 1.8581 3.2567 2.2286 0.299 -0.208 -0.610 -0.5019
C 0.9445 1.8242 2.9243 0.235 -0.120 0.319 -0.3857
C 0.4142 1.8654 4.3700 -0.415 -0.242 -0.255 -0.8492
C -0.3192 3.1523 4.7800 -0.061 -0.168 0.348 -0.8247
C -1.8465 2.9613 4.8101 0.171 -0.145 0.425 -0.3795
S -2.7648 4.2603 4.0126 -0.126 0.510 -0.346 1.2805
O -3.7095 4.8457 4.9292 -0.055 -0.410 -0.241 -0.7531
O -1.8980 5.1568 3.3014 -0.058 -0.362 0.148 -0.6529
O -3.6259 3.4322 2.9426 0.162 0.017 0.369 -0.4427
H 3.2600 2.6190 5.1609 -0.172 0.063 0.045 0.2258
H 4.2022 4.0933 5.2942 -0.073 -0.076 0.022 -0.0096
H 2.4703 4.1614 5.6428 -0.026 -0.228 0.022 0.3852
H 3.2503 6.0832 3.5467 0.374 0.300 0.323 0.2957
H 0.8728 4.2264 1.9553 0.023 0.084 0.230 0.0163
H 1.6514 0.9907 2.8424 -0.073 0.082 -0.091 0.3720
H 0.1392 1.5838 2.2246 0.053 0.124 0.086 0.2858
H 1.1997 1.6241 5.0891 0.089 0.215 -0.167 0.5622
H -0.3109 1.0405 4.4457 0.220 0.051 0.072 0.5046
H 0.0039 3.4233 5.7889 -0.071 0.114 -0.106 0.2304
H -0.0714 3.9973 4.1348 0.084 -0.161 -0.013 0.5068
H -2.1535 2.0298 4.3297 0.177 0.171 -0.067 -0.1783
H -2.2249 2.9146 5.8339 -0.075 0.132 -0.137 0.4367
H -3.0467 2.7528 2.5363 0.015 -0.084 -0.139 0.3948
N -7.3812 1.0899 5.3019 -0.002 -0.046 -0.014 -0.4308
C -6.2018 1.7535 5.5194 -0.026 0.115 -0.132 0.7311
N -6.2000 3.0760 5.2210 0.018 -0.028 0.156 -0.3041
O -5.2049 1.1762 5.9337 0.051 -0.127 -0.061 -0.6618
H -8.2096 1.5362 4.9585 0.001 0.027 0.021 0.1472
H -7.4065 0.1124 5.5205 -0.001 0.005 0.042 0.2272
H -5.3393 3.5822 5.3644 -0.003 0.147 -0.117 0.2216
H -6.9938 3.5595 4.8476 -0.008 -0.006 -0.013 0.1506
N -2.4646 -1.3753 2.1735 0.049 0.126 0.093 -0.3159
C -2.7566 -0.1381 2.6340 -0.085 -0.227 0.081 0.6955
N -3.9026 -0.0036 3.3551 0.045 0.190 -0.231 -0.1938
O -2.0046 0.8228 2.4276 -0.383 0.312 0.010 -0.6082
H -3.0526 -2.1698 2.3356 -0.055 0.026 0.041 0.1313
H -1.6049 -1.4943 1.6538 0.234 -0.075 -0.337 0.2191
H -4.1211 0.9002 3.7367 -0.075 -0.070 0.188 0.0692
H -4.5167 -0.7646 3.5723 0.065 -0.045 0.056 0.1955
N 6.8246 4.1024 7.0317 -0.009 0.014 0.015 -0.3189
C 7.0129 2.8753 6.4538 0.014 -0.039 -0.031 0.6236
N 8.1902 2.2548 6.7763 0.015 -0.009 0.019 -0.4354
O 6.1954 2.3706 5.7076 0.037 0.007 0.051 -0.5652
H 7.4880 4.5330 7.6461 0.015 -0.009 -0.003 0.1679
H 5.9728 4.5849 6.8175 -0.010 -0.008 -0.005 0.1981
H 8.3587 1.3560 6.3661 -0.009 -0.002 -0.016 0.2175
H 8.8782 2.6513 7.3866 -0.006 0.017 0.001 0.1464
N 2.1543 -2.6121 0.4720 -0.226 -0.130 -0.102 -0.3404
C 1.1184 -2.0306 1.1243 0.423 0.066 0.075 0.7810
N 1.3547 -1.6840 2.4261 -0.239 -0.151 -0.028 -0.3637
O 0.0359 -1.8233 0.5822 -0.247 0.021 0.118 -0.8410
H 3.0507 -2.7627 0.8924 0.021 0.141 0.015 0.1498
H 2.0148 -2.8753 -0.4910 0.061 -0.075 -0.129 0.2001
H 0.6109 -1.2278 2.9200 0.007 0.058 0.024 0.1506
H 2.2223 -1.8543 2.8971 0.055 0.060 -0.078 0.1806
N 2.8541 -3.2287 -4.8116 -0.037 0.024 -0.059 -0.4451
C 2.2643 -2.8067 -3.6525 -0.038 0.169 -0.015 0.7653
N 1.6763 -1.5766 -3.7067 0.001 0.016 0.023 -0.3522
O 2.2549 -3.4866 -2.6393 0.092 -0.062 0.174 -0.7148
H 2.8883 -2.6816 -5.6536 0.091 -0.005 -0.010 0.1989
H 3.2923 -4.1310 -4.8080 -0.014 -0.013 0.004 0.1637
H 1.2238 -1.2457 -2.8731 -0.013 -0.003 0.017 0.1921
H 1.6639 -1.0046 -4.5295 0.003 -0.021 -0.019 0.1819
N -0.3422 -4.2860 -8.8803 0.067 0.320 0.201 -0.3134
C 0.6270 -3.8887 -8.0009 0.023 0.010 0.025 0.5694
N 0.2266 -3.7244 -6.7094 0.047 -0.053 -0.089 -0.2052
O 1.7801 -3.6668 -8.3505 0.051 0.004 -0.004 -0.7067
H -1.2849 -4.5123 -8.6183 0.017 -0.356 -0.111 0.2373
H -0.0897 -4.4118 -9.8425 0.018 -0.053 0.005 0.1448
H 0.9502 -3.4347 -6.0778 -0.113 -0.143 0.187 0.1133
H -0.7170 -3.8419 -6.3752 -0.083 0.097 -0.042 0.1782
N -2.2617 -1.8557 -8.0401 -0.105 -0.116 0.317 -0.3040
C -2.8650 -1.9736 -6.8283 -0.103 0.181 -0.234 0.7061
N -3.6664 -0.9402 -6.4392 0.023 -0.095 0.057 -0.3973
O -2.7039 -2.9718 -6.1321 -0.058 -0.175 0.032 -0.6836
H -2.3838 -1.0876 -8.6712 -0.005 0.018 0.022 0.1814
H -1.6655 -2.6274 -8.2847 0.160 0.223 -0.410 0.0466
H -4.1189 -1.0191 -5.5480 0.010 0.002 0.016 0.2352
H -3.8139 -0.1187 -6.9929 0.036 0.003 -0.017 0.1614
N 4.5480 0.5013 -1.6578 0.016 -0.020 -0.003 -0.4116
C 4.0171 1.1419 -0.5643 -0.070 0.052 -0.057 0.6681
N 3.6846 2.4507 -0.7641 0.045 -0.019 0.075 -0.3340
O 3.8558 0.5658 0.4977 0.025 -0.032 0.023 -0.5936
H 4.6936 0.9464 -2.5430 -0.003 0.016 0.004 0.1418
H 4.7948 -0.4637 -1.5474 -0.021 -0.014 0.001 0.1981
H 3.2769 2.9550 0.0103 -0.051 -0.118 0.044 0.1342
H 3.8139 2.9189 -1.6400 0.027 -0.035 -0.020 0.1590
N -4.0330 -5.8394 -8.2053 0.047 0.034 -0.079 -0.3429
C -3.4973 -6.1117 -9.4315 -0.103 0.019 0.141 0.6773
N -3.8766 -7.2947 -9.9945 -0.006 -0.011 -0.043 -0.4082
O -2.7248 -5.3453 -9.9898 -0.040 0.027 0.043 -0.6730
H -4.6622 -6.4572 -7.7296 0.013 -0.021 -0.001 0.1652
H -3.7867 -4.9695 -7.7657 0.012 0.024 0.069 0.1921
H -3.4931 -7.5186 -10.8932 0.015 0.003 0.001 0.2303
H -4.5061 -7.9392 -9.5568 -0.003 0.011 0.019 0.1575
```
Forces are in eV/Å.

The net charge is 0. Its SMILES is CB(O)PCCCCS(=O)(=O)O.NC(N)=O.NC(N)=O.NC(N)=O.NC(N)=O.NC(N)=O.NC(N)=O.NC(N)=O.NC(N)=O.NC(N)=O. Its gap between HOMO and LUMO is 8.276 eV.

=====

# 2
Below is 11 unconnected molecules or ions with the total composition C14H50O11, with properties calculated with ωB97M-V with the def2-TZVPD basis set.

Structure (XYZ):
```
75
Properties=species:S:1:pos:R:3:forces:R:3:mulliken_charge:R:1
C -4.2042 1.5560 3.3716 -0.049 0.587 -0.482 -0.9488
C -4.1550 0.9349 1.9967 2.050 -0.088 -1.313 -0.4550
O -2.7509 0.7316 1.4842 -2.001 -0.865 1.576 -0.4195
H -5.2798 1.6179 3.6169 0.478 -0.192 0.394 0.3695
H -3.8422 2.6310 3.3474 -0.075 -1.404 0.172 0.1976
H -3.6288 0.8909 4.0519 -0.490 0.829 -0.130 0.2483
H -4.7109 1.4483 1.2222 -0.028 0.724 -0.011 0.3943
H -4.5530 -0.0481 1.9286 -0.427 -0.999 0.634 0.3704
H -2.5240 1.5254 1.0290 0.591 1.493 -0.638 0.3831
C 3.6497 5.1366 -0.5324 0.463 0.151 -1.582 -1.1445
C 2.5129 4.1494 -0.3456 -0.801 -0.450 -0.661 0.2908
O 1.9389 3.6317 -1.5948 1.240 -0.507 0.602 -0.5601
H 3.1673 6.0195 -1.0661 1.143 -1.020 0.220 0.2627
H 4.5059 4.6100 -1.1607 -1.610 1.487 1.311 0.2600
H 4.0095 5.5445 0.4406 -0.049 -0.591 -0.643 0.3280
H 1.6630 4.7020 0.0899 0.377 -0.445 0.336 0.0493
H 2.8364 3.3025 0.2736 -0.292 0.190 0.095 0.1170
H 2.3232 2.7351 -1.7975 -0.543 1.067 0.315 0.3870
C -1.1635 4.8556 1.0324 -0.003 -1.358 -0.236 -1.2115
C -1.2879 4.0582 -0.2899 0.340 0.265 -0.255 0.3931
O -1.9619 2.7998 -0.1546 0.085 -0.134 0.142 -0.6869
H -2.0231 4.7522 1.6890 -0.258 -0.215 -0.088 0.3317
H -1.0962 5.8918 0.8012 0.255 0.920 -0.227 0.4078
H -0.2747 4.5573 1.6129 -0.317 0.037 -0.283 0.2427
H -0.2817 3.8625 -0.6810 -0.112 0.105 0.060 -0.1880
H -1.8111 4.6268 -1.0816 0.074 0.051 0.532 0.3666
H -1.5955 2.1829 -0.8127 -0.042 0.115 0.194 -0.0247
C 0.0438 -5.5436 3.3289 -1.187 -0.768 1.456 -0.5074
O 1.0665 -5.6599 2.4226 2.047 -0.104 0.522 -0.4725
H 0.4425 -5.1462 4.2869 -0.049 -0.307 -0.595 0.2205
H -0.6932 -4.8242 2.9880 -0.494 0.019 0.016 0.2176
H -0.4390 -6.5496 3.5640 0.340 1.190 -0.292 0.2513
H 0.7888 -5.7421 1.5311 -0.717 -0.086 -1.157 0.3092
C 3.0849 -0.2208 -2.4563 0.328 -1.404 1.245 -0.6198
O 2.1905 0.7405 -1.9630 -1.629 -0.095 0.329 -0.4708
H 2.8093 -1.2986 -2.2655 -0.144 1.179 -0.045 0.0437
H 3.2522 -0.1161 -3.5064 0.314 0.234 -0.732 0.3414
H 3.9527 -0.0244 -1.8409 0.843 -0.293 -0.505 0.3230
H 1.2613 0.3948 -1.9549 0.504 0.611 -0.103 0.2742
C -1.0048 0.6751 -3.1606 0.150 0.878 2.111 -0.8553
O -0.5444 0.5002 -1.7629 1.346 2.326 -1.697 0.4944
H -0.8500 1.7614 -3.2916 -0.259 -0.599 -0.427 0.2547
H -0.4513 0.0951 -3.8966 -0.025 -0.149 0.216 0.2375
H -2.0502 0.4208 -3.0474 -0.341 0.001 -0.924 0.2175
H -0.6899 -0.3760 -1.5134 -0.895 -2.345 0.687 -0.0301
C 2.7159 -2.9414 1.8730 -0.076 0.179 -1.415 -0.5742
O 2.6374 -2.2066 0.6225 -0.092 -0.518 0.691 -0.5477
H 2.9232 -2.2750 2.6807 0.513 0.297 0.606 0.3931
H 1.7914 -3.4351 2.0496 -0.957 -0.323 0.364 0.2043
H 3.4194 -3.7456 1.7397 0.626 0.014 0.174 0.2235
H 2.2781 -1.3385 0.8682 0.039 0.399 -0.256 0.5386
C -0.5477 -3.1516 0.2201 -0.485 -0.675 1.006 -0.0392
O 0.6189 -3.6835 -0.5127 -1.244 1.531 1.681 -0.7552
H -1.1180 -4.0208 0.6212 0.403 0.503 -0.134 0.2755
H -0.3860 -2.4309 1.1007 0.668 -1.157 -1.185 0.1929
H -1.2561 -2.5959 -0.3808 0.259 -0.013 -0.703 -0.2013
H 1.3349 -3.1940 -0.0440 0.520 -0.177 -0.720 0.4322
C -3.6773 -1.8160 -0.6869 1.199 -0.847 0.611 -0.9167
O -2.6473 -0.8149 -0.7308 -0.847 -0.630 -0.042 -0.3968
H -3.2963 -2.6101 -1.3498 -0.478 0.069 0.211 0.3360
H -3.7884 -2.2798 0.3518 0.027 0.714 -1.229 0.2932
H -4.6348 -1.4731 -1.0703 -0.111 0.208 0.118 0.2446
H -2.6696 -0.3291 0.1115 -0.026 0.329 0.197 0.4281
C 1.4791 -3.4838 -3.6206 0.779 1.010 -1.345 -0.8439
O 0.6326 -2.5324 -3.0587 -0.758 0.346 1.426 -0.4079
H 2.1191 -2.8835 -4.2744 0.143 -0.414 -0.420 0.2882
H 2.1730 -3.9473 -2.9318 -0.229 -0.457 0.433 0.3223
H 0.9008 -4.1693 -4.2304 0.177 -0.558 0.021 0.2536
H 0.4823 -2.8433 -2.1446 -0.115 0.118 -0.120 0.3888
C 0.8556 1.2098 1.3537 0.263 -1.123 0.632 -0.4960
O 2.0242 0.4506 0.9872 -0.601 -0.470 1.036 -0.6616
H 1.2446 2.1053 1.8287 -0.555 0.371 0.081 0.3067
H 0.1952 1.4068 0.5063 0.228 0.121 0.074 0.1198
H 0.3016 0.5752 2.0888 0.328 0.727 -0.488 0.3145
H 2.2624 0.6612 0.0994 0.271 0.387 -1.445 0.2946
```
Forces are in eV/Å.

The net charge is 0. Its SMILES is CCO.CCO.CCO.CO.CO.CO.CO.CO.CO.CO.CO. Its gap between HOMO and LUMO is 10.536 eV. For the relative energy (zero: lowest compared OMol25 entry of this formula, charge and spin), the calculation gives 344.7 kJ/mol.

=====

| no. | E (Eh) |
| --- | --- |
| 1 | -3292.00555 |
| 2 | -1390.85760 |